# 1
121
Properties=species:S:1:pos:R:3:forces:R:3 method="wB97M-V/def2-TZVPD" total_energy_ha=-5768.438800 homo_ha=-0.0203 charge=-2 e_lumo_ev=3.3 multiplicity=1 de_lowest_kcal_mol=15.7
K 0.0274 0.0304 -0.9546 0.151 -0.275 1.476
N 1.9138 2.7118 2.9474 0.001 -0.011 0.091
C 1.8294 1.4920 2.3589 0.005 0.016 0.081
N 2.5789 1.0749 1.4067 0.089 -0.091 -0.060
C 3.4479 1.9867 0.8078 0.032 -0.062 -0.183
N 3.9552 1.7785 -0.3527 0.041 -0.108 0.099
N 3.4790 0.6381 -0.9789 -0.001 0.032 0.309
C 4.3194 -0.2867 -1.1695 -0.044 0.139 -0.083
C 3.8776 -1.5614 -1.7818 0.077 -0.052 -0.101
C 4.6168 -2.1498 -2.8043 0.000 0.018 0.041
C 4.1568 -3.3325 -3.3532 -0.013 -0.009 0.007
C 2.9951 -3.8933 -2.8479 -0.002 -0.005 0.003
C 2.3373 -3.2381 -1.8166 -0.070 -0.072 0.006
N 2.7658 -2.0985 -1.2908 0.023 0.176 0.052
C 3.7551 3.2355 1.5248 -0.011 0.040 -0.013
C 4.7798 4.1001 1.1482 -0.028 -0.014 -0.006
C 4.9540 5.3056 1.7976 0.015 0.021 -0.001
C 4.0949 5.6640 2.8357 0.001 0.016 0.012
C 3.0819 4.8159 3.2307 0.014 -0.002 -0.006
C 2.9155 3.5983 2.5763 -0.031 -0.017 -0.004
H 1.1406 3.0349 3.5095 0.041 -0.011 -0.050
H 1.0620 0.8332 2.7516 -0.001 -0.026 0.004
H 5.3672 -0.1746 -0.8755 0.014 0.015 -0.029
H 5.5098 -1.6631 -3.1759 0.011 -0.007 -0.005
H 4.6880 -3.8027 -4.1717 0.002 -0.005 -0.003
H 2.5919 -4.8133 -3.2499 0.003 -0.004 -0.010
H 1.4204 -3.6271 -1.3898 -0.016 -0.016 0.016
H 5.4088 3.8091 0.3182 0.014 -0.007 -0.015
H 5.7428 5.9797 1.4899 0.008 0.004 0.002
H 4.2163 6.6179 3.3332 0.003 0.008 0.008
H 2.4014 5.0924 4.0262 -0.013 0.007 0.012
S 0.6181 -7.4378 5.3854 0.029 0.143 -0.143
N 1.6948 -6.2450 5.1421 -0.046 0.033 -0.061
C 1.2814 -5.5663 4.0843 0.049 -0.139 0.181
C 1.9373 -4.4053 3.5168 -0.008 0.064 -0.053
C 3.1108 -3.8624 4.0384 -0.008 0.015 -0.023
C 3.6495 -2.7494 3.4339 -0.004 0.020 -0.015
C 2.9837 -2.1998 2.3331 0.019 0.002 0.063
N 1.8698 -2.6995 1.8362 -0.007 0.004 -0.043
C 1.3531 -3.7955 2.3942 0.087 -0.049 0.079
C 0.1287 -4.3514 1.7792 -0.154 -0.009 0.044
N -0.3234 -3.7422 0.6794 0.058 -0.109 -0.145
C -1.4212 -4.2107 0.1066 0.010 -0.086 0.087
C -2.1585 -5.2903 0.6173 0.066 -0.009 -0.014
C -1.6977 -5.9186 1.7473 0.099 0.030 0.007
C -0.5164 -5.4610 2.3438 -0.064 0.038 -0.094
C 0.0738 -6.0761 3.5138 -0.070 -0.158 0.104
N -0.3971 -7.1329 4.1581 0.032 0.068 -0.018
H 3.5705 -4.3233 4.9035 0.000 -0.007 0.002
H 4.5600 -2.2935 3.7997 0.005 -0.002 0.006
H 3.3509 -1.3078 1.8394 0.024 0.072 -0.030
H -1.7475 -3.7049 -0.7915 -0.023 0.047 -0.031
H -3.0799 -5.5934 0.1342 0.217 -0.054 0.073
H -2.2346 -6.7516 2.1826 -0.007 -0.010 0.010
N -0.0670 0.4782 -5.9798 0.062 -0.080 -0.150
C -0.8034 -0.1672 -4.8338 -0.015 -0.015 0.132
C -2.0784 -0.8329 -5.3284 -0.022 -0.024 -0.049
P 0.4201 -1.3258 -4.0779 -0.054 -0.039 -0.104
O 0.2123 -2.7119 -4.9302 0.086 0.125 -0.154
O 1.7407 -0.7631 -4.4933 0.026 0.004 -0.027
O -0.0102 -1.5980 -2.6829 0.029 -0.630 -0.552
P -1.3451 1.3127 -3.8080 0.024 0.008 -0.059
O -0.0205 1.6076 -2.9016 -0.314 0.535 -0.430
O -1.4293 2.3728 -4.8820 0.016 0.001 -0.054
O -2.4792 0.9445 -2.9377 -0.019 -0.074 -0.079
H -0.2304 -0.0033 -6.8607 0.024 0.030 0.048
H 0.9336 0.3968 -5.7123 0.057 -0.008 -0.007
H -0.4268 1.4621 -5.9716 -0.083 0.190 -0.033
H -1.8558 -1.5744 -6.1013 -0.002 -0.004 0.009
H -2.7877 -0.0955 -5.7113 0.007 -0.003 -0.008
H -2.5557 -1.3354 -4.4891 -0.018 0.009 0.019
H -0.3016 -3.3137 -4.3864 -0.147 -0.119 0.114
H -0.2694 2.3793 -2.3440 0.155 0.055 -0.077
C -0.0764 9.0745 -3.1997 -0.002 0.030 -0.011
C -0.3149 7.6861 -2.6674 0.011 0.011 -0.008
C -0.0780 6.5656 -3.4565 -0.001 0.002 -0.017
C -0.2572 5.2814 -2.9683 -0.086 -0.023 0.098
C -0.6917 5.0888 -1.6560 -0.060 -0.043 0.014
C -0.9504 6.2060 -0.8616 0.024 -0.061 -0.053
C -0.7603 7.4820 -1.3663 -0.005 0.006 0.008
S 0.3841 3.2228 0.0327 -0.099 0.205 0.047
O -0.8953 3.8354 -1.1686 0.170 0.071 -0.048
O 0.6899 4.4442 0.7942 0.028 0.019 0.041
N -0.4518 2.1535 0.7858 0.060 0.187 -0.199
C -1.2905 2.3532 1.8549 -0.031 -0.063 0.024
C -1.7565 3.5743 2.3080 -0.004 0.015 0.033
C -2.6093 3.6620 3.4248 -0.028 0.031 0.021
C -3.0044 2.5522 4.1141 0.006 -0.016 0.008
C -2.5456 1.2792 3.6975 0.003 0.027 -0.011
C -2.9113 0.0858 4.3621 0.011 -0.040 -0.009
C -2.4333 -1.1101 3.9174 -0.026 0.019 0.027
C -1.5786 -1.1152 2.7944 -0.049 -0.026 -0.090
N -1.2238 -0.0358 2.1500 0.132 0.042 -0.079
C -1.6916 1.1664 2.5762 -0.069 0.050 0.049
H -0.2731 9.1258 -4.2719 -0.002 -0.002 -0.009
H 0.9582 9.3920 -3.0424 0.007 -0.005 0.005
H -0.7204 9.8038 -2.7053 -0.003 0.001 0.006
H 0.2467 6.6970 -4.4833 0.006 0.002 -0.018
H -0.1084 4.4238 -3.6099 0.016 -0.086 -0.021
H -1.2978 6.0526 0.1490 -0.011 0.017 0.019
H -0.9659 8.3396 -0.7339 -0.003 0.010 0.014
H -1.4607 4.4723 1.7885 -0.010 -0.010 -0.007
H -2.9610 4.6407 3.7315 0.000 -0.001 0.004
H -3.6679 2.6227 4.9676 -0.011 0.005 0.017
H -3.5781 0.1423 5.2156 -0.004 0.003 0.003
H -2.7037 -2.0467 4.3872 -0.006 0.005 0.010
H -1.2014 -2.0523 2.4022 0.030 -0.034 -0.024
Cl -6.1528 -7.4497 0.8983 -0.029 -0.040 0.006
C -5.4804 -5.8474 0.6059 0.012 -0.024 -0.059
C -5.1957 -4.9941 1.6725 -0.059 0.052 0.033
C -4.6792 -3.7410 1.4527 -0.099 0.000 0.032
C -4.3902 -3.2315 0.1297 0.043 0.031 0.022
C -3.7628 -2.0361 -0.1011 0.124 -0.328 0.045
C -4.7577 -4.1417 -0.9342 -0.095 -0.001 -0.061
C -5.2720 -5.3928 -0.6985 -0.155 0.018 -0.024
H -5.3721 -5.3330 2.6879 -0.002 -0.010 0.007
H -4.4499 -3.1113 2.3060 0.008 0.029 0.017
H -3.4164 -1.4263 0.7207 -0.074 0.146 0.012
H -3.4555 -1.7719 -1.1048 -0.101 0.220 -0.021
H -4.6016 -3.8218 -1.9585 0.004 0.016 -0.028
H -5.5168 -6.0392 -1.5344 -0.002 -0.022 0.000

---

# 2
114
Properties=species:S:1:pos:R:3:forces:R:3 method="wB97M-V/def2-TZVPD" total_energy_ha=-5172.974825 homo_ha=-0.3407 charge=+1 e_lumo_ev=-2.2 multiplicity=1 de_lowest_kcal_mol=6.4
Cd 0.1895 -0.4734 0.6741 0.470 0.244 0.221
N 4.5218 -0.5034 1.8509 -0.017 -0.036 -0.009
C 3.4439 -0.4056 1.0687 -0.244 -0.241 -0.141
O 2.3270 -0.7536 1.4981 0.115 0.247 -0.153
C 3.6396 0.1873 -0.3079 -0.052 -0.171 -0.099
C 2.8193 -0.4566 -1.4473 -0.108 0.000 0.394
H 4.4304 -0.9504 2.7486 -0.032 -0.017 0.019
H 5.4466 -0.3955 1.4726 0.015 0.007 -0.054
H 4.6996 0.1534 -0.5545 0.045 0.027 0.040
H 3.3746 1.2441 -0.1982 0.035 0.070 -0.064
H 3.3277 -0.2478 -2.3887 0.020 0.060 -0.030
H 1.8400 0.0139 -1.5401 -0.011 -0.012 -0.034
C -1.0493 -2.8357 5.8090 -0.047 0.163 -0.022
N -1.0850 -2.4433 4.4035 -0.142 0.041 0.252
C -0.2936 -1.6025 3.7391 -0.060 -0.158 -0.013
N -0.7156 -1.5069 2.4899 -0.139 -0.147 0.083
C -1.8057 -2.3289 2.4470 0.027 0.010 -0.009
N -2.0691 -2.9067 3.5922 0.271 0.178 0.017
C -1.4460 -1.7440 6.7839 -0.001 0.016 -0.117
C -1.1608 -1.9347 8.1329 0.015 -0.067 0.028
C -1.5647 -1.0048 9.0775 0.015 -0.036 0.041
C -2.2457 0.1374 8.6863 -0.039 0.048 0.060
C -2.5151 0.3414 7.3401 0.034 -0.024 -0.097
C -2.1215 -0.6006 6.3888 0.000 0.054 -0.021
C -3.2150 1.5567 6.9214 -0.160 0.142 -0.021
N -4.0978 2.2430 7.5570 -0.025 0.165 -0.084
N -4.4386 3.3133 6.7279 -0.002 -0.135 0.083
C -3.7397 3.1811 5.6569 -0.028 -0.032 0.218
O -2.9382 2.0868 5.7034 0.219 -0.117 -0.224
C -3.6755 4.0433 4.4756 0.093 -0.029 -0.032
C -4.7699 4.8114 4.0940 -0.061 -0.009 0.084
C -4.6763 5.6084 2.9652 -0.027 0.045 -0.029
C -3.5084 5.6343 2.2137 -0.023 0.047 -0.045
C -2.4091 4.8771 2.5971 0.116 -0.183 0.004
C -1.1265 4.9453 1.7898 -0.078 -0.096 0.073
N -0.3609 3.6939 1.8186 -0.149 0.202 0.065
C -0.8012 2.4531 1.6259 0.053 0.026 0.161
N 0.1920 1.5950 1.8055 0.211 0.241 -0.171
C 1.2535 2.4050 2.0996 -0.100 -0.082 0.041
N 0.9598 3.6833 2.1199 -0.244 -0.195 0.018
C -2.4970 4.0893 3.7369 0.020 -0.025 0.018
H -0.0538 -3.2038 6.0472 0.082 -0.026 -0.028
H -1.7412 -3.6687 5.8874 -0.040 -0.114 -0.021
H 0.5647 -1.1026 4.1643 -0.105 -0.042 -0.013
H -2.3830 -2.4990 1.5509 0.074 0.032 0.044
H -0.6276 -2.8272 8.4482 -0.034 0.076 -0.014
H -1.3412 -1.1680 10.1243 -0.012 0.007 -0.046
H -2.5639 0.8778 9.4105 0.022 -0.054 -0.042
H -2.3675 -0.4313 5.3462 0.024 -0.025 0.038
H -5.6809 4.7703 4.6802 0.074 0.010 -0.058
H -5.5251 6.2053 2.6564 0.034 -0.025 0.014
H -3.4544 6.2545 1.3249 -0.013 -0.044 0.032
H -0.4599 5.7049 2.1866 0.122 0.039 0.028
H -1.3466 5.1998 0.7548 -0.008 0.009 -0.066
H -1.8262 2.2078 1.3900 0.064 0.040 -0.030
H 2.2394 2.0321 2.3355 -0.074 0.032 -0.080
H -1.6481 3.5062 4.0753 -0.014 0.003 -0.052
C 2.2336 1.4659 -8.1517 -0.040 -0.053 0.037
O 1.6367 0.3962 -7.4310 0.239 0.046 -0.130
C 0.3600 0.5607 -7.0154 -0.259 0.091 0.055
C -0.2215 -0.5352 -6.3757 -0.098 -0.051 -0.068
C -1.5072 -0.4561 -5.8859 -0.127 0.041 0.059
C -2.2516 0.7210 -6.0374 -0.006 0.097 0.326
C -1.6925 1.7760 -6.7374 -0.002 0.180 0.044
C -0.3834 1.7189 -7.2058 -0.035 0.105 -0.030
N -3.6254 0.8956 -5.6257 -0.070 -0.643 0.319
N -4.0816 0.4529 -4.5513 0.322 0.688 -0.310
C -3.2320 -0.0613 -3.5096 0.079 -0.240 -0.203
C -3.4386 -1.3444 -3.0808 0.014 -0.093 -0.090
C -2.6204 -1.9482 -2.1144 -0.119 -0.097 -0.029
C -1.6016 -1.2541 -1.4909 0.237 0.036 0.048
O -0.7975 -1.8078 -0.6149 -0.439 -0.182 -0.225
C -1.4449 0.1341 -1.8545 0.108 0.034 0.034
N -0.4774 0.8454 -1.2000 -0.221 -0.168 -0.197
C -0.2523 2.0934 -1.5426 0.035 -0.026 0.136
C -1.0219 2.7700 -2.4976 0.017 0.104 -0.057
C -2.0341 2.0978 -3.1253 0.036 -0.040 -0.065
C -2.2500 0.7275 -2.8579 -0.011 0.132 -0.078
H 3.2364 1.1388 -8.4037 0.040 -0.032 -0.009
H 2.2919 2.3715 -7.5434 -0.008 -0.006 0.023
H 1.6825 1.6817 -9.0696 -0.012 -0.020 0.006
H 0.3544 -1.4493 -6.2775 -0.434 0.515 -0.079
H -1.9436 -1.3213 -5.4074 0.012 -0.020 0.040
H -2.2924 2.6664 -6.8987 0.056 -0.078 -0.031
H 0.0316 2.5692 -7.7312 -0.065 -0.048 0.045
H -4.2222 -1.9188 -3.5637 0.031 -0.017 0.070
H -2.7654 -2.9898 -1.8494 -0.009 0.074 -0.017
H 0.5635 2.6002 -1.0336 -0.047 0.024 0.052
H -0.8136 3.8091 -2.7223 -0.019 -0.070 0.032
H -2.6731 2.6161 -3.8270 0.004 -0.045 -0.097
Ge 2.5798 -2.4258 -1.3907 0.122 0.030 0.135
C 1.9538 -2.9715 -3.1411 -0.066 -0.017 -0.042
C 2.3971 -2.3534 -4.3112 0.000 -0.116 -0.039
C 1.8584 -2.7043 -5.5430 0.392 -0.342 0.143
C 0.8639 -3.6722 -5.6148 0.108 -0.157 0.137
C 0.4193 -4.2989 -4.4566 0.004 0.023 -0.077
C 0.9612 -3.9505 -3.2268 0.067 0.112 -0.019
C 4.2885 -3.0956 -0.7184 0.043 -0.055 -0.066
C 4.2966 -4.0178 0.3293 0.086 0.093 -0.016
C 5.4939 -4.4421 0.8951 0.028 0.023 -0.027
C 6.7013 -3.9431 0.4207 -0.050 -0.011 -0.009
C 6.7101 -3.0284 -0.6266 -0.021 0.004 0.001
C 5.5108 -2.6115 -1.1918 -0.030 -0.020 0.025
H 1.5550 -2.9192 -0.3596 -0.017 0.090 0.026
H 3.1735 -1.5948 -4.2728 -0.057 -0.026 -0.030
H 2.2183 -2.2259 -6.4475 0.023 -0.033 0.090
H 0.4349 -3.9373 -6.5735 0.011 -0.010 0.013
H -0.3513 -5.0588 -4.5140 0.029 0.035 0.007
H 0.6023 -4.4333 -2.3241 -0.032 0.030 -0.037
H 3.3564 -4.4016 0.7120 0.037 -0.012 0.000
H 5.4869 -5.1662 1.7015 -0.001 0.031 -0.031
H 7.6355 -4.2769 0.8564 -0.040 0.019 -0.013
H 7.6517 -2.6494 -1.0075 -0.042 -0.023 0.009
H 5.5322 -1.9051 -2.0189 0.017 -0.047 0.054